ORCA calculation (ωB97M-V with the def2-TZVPD basis set) on a 15-piece molecular cluster, C90H185N15O8 overall at a distorted geometry.

Last columns: bonded neighbours and bond lengths (Å).
Positions of all 298 atoms, in Å:
1 H -0.87499 3.77427 4.53512  C42 1.091
2 H -5.14876 0.27047 -7.25973  C156 1.039
3 H -2.55945 -0.00485 5.78289  C127 1.080
4 C 5.87651 -4.13193 3.53246  C5 1.452, H164 1.089, H192 1.106, H225 1.090
5 C 5.91464 -2.68780 3.68268  C4 1.452, H59 1.114, N218 1.456, H263 1.097
6 C -5.56779 -0.49963 -4.38457  N32 1.442, H43 1.095, H172 1.135, C207 1.528
7 C -2.57624 -0.94939 9.14379  C49 1.390, C93 1.407, H230 1.069
8 H 5.06556 4.79653 4.68568  C209 1.107
9 H 1.12830 -3.59097 4.12583  C66 1.085
10 H 2.60893 -0.04794 1.94944  C163 1.111
11 H -4.64878 3.96579 -6.56263  C208 1.100
12 H 1.88266 4.10928 2.89030  C167 1.052
13 H -1.81174 -0.81138 -5.47965  C295 1.149
14 N 0.81346 -4.97947 -4.61530  C56 1.444, C139 1.409, C212 1.519
15 C 4.61378 -2.65099 -2.45719  H21 1.064, C144 1.413, C175 1.365
16 C 2.90674 -5.97995 2.64018  H64 1.084, C142 1.421, C285 1.352
17 H 3.42917 3.12489 -0.33044  C70 1.091
18 H -4.36694 -4.50289 -2.82810  C206 1.120
19 C -7.98428 1.09311 2.23622  C85 1.511, H134 1.097, H162 1.101, H246 1.113
20 C -0.07541 2.40350 7.87695  C27 1.556, H95 1.139, H204 1.142, N297 1.435
21 H 4.88536 -3.32256 -1.67727  C15 1.064
22 H 8.73966 -2.32808 3.10366  C195 1.109
23 H -1.45671 6.61363 1.01183  C73 1.132
24 C -0.60065 3.87676 -6.63926  C154 1.545, N211 1.491, H247 1.133, H276 1.141
25 H 6.29053 -2.89158 -3.92767  C175 1.135
26 C 6.35922 3.10125 -3.65457  N80 1.491, C112 1.541, H124 1.134, H239 1.080
27 C 0.74651 1.76472 9.03333  C20 1.556, H150 1.140, H233 1.080, H242 1.079
28 H -2.33154 -1.67499 0.24058  C219 1.084
29 C -5.53733 -4.19419 -0.16927  C51 1.530, H151 1.105, H176 1.102, H203 1.131
30 H 0.88135 -6.69002 -3.61392  C139 1.107
31 H -4.81427 -1.57665 4.14541  C79 1.107
32 N -4.44811 -1.06041 -5.10006  C6 1.442, C184 1.500, C275 1.454
33 C 5.71120 0.44096 1.47990  H92 1.108, C191 1.476, H232 1.090, H277 1.133
34 C -1.24827 0.99134 3.06304  H69 1.087, C117 1.524, H193 1.067, H214 1.106
35 H 1.43791 6.42502 -1.73322  C121 1.093
36 H -3.19582 2.41579 -5.20814  C187 1.080
37 H -0.88280 1.31128 -5.62352  C234 1.081
38 C 0.26653 -5.00323 -7.09868  H83 1.109, H128 1.074, H155 1.090, C212 1.527
39 H -6.29388 -2.52703 -3.88361  C207 1.119
40 H -0.77741 -6.12871 -0.56108  C90 1.071
41 H -5.05947 -6.11052 0.80575  C51 1.081
42 C -0.75609 4.30570 5.48096  H1 1.091, H53 1.073, C103 1.566, H279 1.065
43 H -6.22421 0.02076 -5.09002  C6 1.095
44 H 2.23542 -3.94462 -3.50695  C56 1.065
45 H -1.58769 -2.29357 -1.19643  C219 1.110
46 H -0.40366 5.19444 0.60270  C73 1.146
47 O -3.52353 2.15467 5.34485  N296 1.258
48 C 4.06072 2.65128 -4.45180  N80 1.421, H114 1.116, C138 1.548, H255 1.133
49 C -2.31462 -1.00167 7.77973  C7 1.390, C127 1.421, H251 1.089
50 C 6.38910 3.99428 0.84512  C89 1.518, H118 1.088, H125 1.088, H226 1.084
51 C -4.61035 -5.15297 0.58063  C29 1.530, H41 1.081, H52 1.118, N181 1.492
52 H -4.35922 -4.64222 1.54239  C51 1.118
53 H -1.47390 3.93851 6.18939  C42 1.073
54 C 2.61286 -4.04434 1.07902  H116 1.100, C142 1.377, C257 1.408
55 H -7.40316 -4.99847 5.05916  C210 1.128
56 C 1.17807 -4.06385 -3.56001  N14 1.444, H44 1.065, H140 1.105, C149 1.519
57 H 1.64741 2.12164 3.91350  C88 1.118
58 H -3.80905 1.85721 2.56683  C170 1.092
59 H 6.83408 -2.36286 4.22136  C5 1.114
60 H -0.57221 -7.07797 0.88470  C90 1.054
61 H 0.77604 4.70792 6.93739  C103 1.075
62 H -7.05643 -2.60691 4.96842  C254 1.096
63 H 2.59582 2.94728 1.77040  C167 1.110
64 H 3.33828 -6.95584 2.83138  C16 1.084
65 H 1.34253 4.01439 -5.66891  C154 1.056
66 C 1.79163 -4.02656 3.38534  H9 1.085, C257 1.396, C285 1.435
67 H -4.40253 -6.81389 -1.47959  C190 1.137
68 H 0.20609 7.65373 -2.17458  C121 1.127
69 H -0.52485 1.78062 3.25120  C34 1.087
70 C 3.45312 3.54149 -1.33796  H17 1.091, C111 1.554, H196 1.089, H290 1.094
71 H 6.84146 3.48091 2.79089  C89 1.095
72 H 1.36771 4.05513 5.40701  C103 1.074
73 C -1.49084 5.50411 0.79217  H23 1.132, H46 1.146, H157 1.051, C267 1.551
74 C 4.68386 -1.75758 -4.67756  H78 1.061, C175 1.396, C244 1.362
75 H 2.80670 -2.25619 -1.36885  C144 1.088
76 H -5.68019 -1.52147 -2.57948  C207 1.097
77 H 0.22723 6.86801 -0.57930  C121 1.089
78 H 5.10428 -1.71315 -5.65112  C74 1.061
79 C -4.96687 -2.66806 4.25350  H31 1.107, C96 1.374, C254 1.421
80 N 4.89085 3.31025 -3.50549  C26 1.491, C48 1.421, C111 1.484
81 H -3.53545 -5.95378 -3.53210  C206 1.086
82 H -4.04050 4.54288 1.76106  C270 1.126
83 H 0.72422 -4.76597 -8.08039  C38 1.109
84 H 0.62878 -3.74196 -1.44389  C149 1.115
85 C -6.58023 1.44730 2.66891  C19 1.511, H133 1.112, N183 1.431, H288 1.148
86 C -4.00313 -4.88377 4.11304  C96 1.376, H266 1.097, C292 1.386
87 H -3.82709 2.38129 0.94796  C170 1.109
88 C 1.77246 1.36819 4.73041  H57 1.118, C238 1.507, H243 1.107, H293 1.088
89 C 6.14742 4.19190 2.33112  C50 1.518, H71 1.095, H108 1.097, N253 1.481
90 C -1.01111 -6.20882 0.48141  H40 1.071, H60 1.054, C143 1.568, H171 1.078
91 H -4.54381 6.57238 -1.60964  C291 1.135
92 H 5.22938 1.38834 1.79449  C33 1.108
93 C -3.29944 0.15568 9.62950  C7 1.407, H159 1.074, C227 1.402
94 H -5.79385 3.99052 1.73364  C270 1.121
95 H -0.47826 3.40271 8.24531  C20 1.139
96 C -3.90356 -3.51261 4.04521  C79 1.374, C86 1.376, N241 1.490
97 H -2.64308 -6.75016 -1.60301  C190 1.095
98 H 3.59132 5.63630 2.87327  C281 1.109
99 H 0.81596 1.67720 1.61008  C264 1.051
100 H -2.04459 -2.52829 -5.88946  C295 1.070
101 C 2.93465 -6.30041 -4.32676  H120 1.098, H122 1.100, C139 1.532, H221 1.089
102 N 2.98582 -0.34728 -5.53350  O131 1.207, C244 1.476, O294 1.212
103 C 0.61275 3.97627 6.16686  C42 1.566, H61 1.075, H72 1.074, N297 1.445
104 H -5.79095 -1.98465 -6.38047  C184 1.124
105 H 1.92515 -0.52359 -3.05857  C282 1.107
106 H -0.41801 -4.76620 -2.47887  C149 1.102
107 H 3.00564 0.94355 0.55177  C163 1.106
108 H 6.37450 5.21593 2.65230  C89 1.097
109 H 2.17769 -4.41298 -6.26620  C212 1.137
110 H -3.50648 -0.35315 -7.66189  C156 1.095
111 C 4.52875 2.78437 -2.16591  C70 1.554, N80 1.484, H153 1.068, H261 1.105
112 C 6.70734 1.60796 -3.80365  C26 1.541, H216 1.097, H283 1.047, H289 1.087
113 H -2.84426 2.42420 -6.93042  C187 1.158
114 H 3.02000 2.83920 -4.09403  C48 1.116
115 H 8.73012 -0.74546 2.24336  C195 1.117
116 H 2.60074 -3.63646 0.05708  C54 1.100
117 C -1.44339 0.66990 1.58577  C34 1.524, H217 1.079, N252 1.459, H272 1.067
118 H 5.84470 4.65756 0.17585  C50 1.088
119 H -4.99490 -0.91867 -8.48457  C156 1.099
120 H 3.24638 -6.08522 -3.29570  C101 1.098
121 C 0.37821 6.67669 -1.64037  H35 1.093, H68 1.127, H77 1.089, C147 1.550
122 H 3.35234 -5.55421 -5.01802  C101 1.100
123 H 6.92901 -1.60851 0.67895  C240 1.099
124 H 6.81931 3.50921 -2.70199  C26 1.134
125 H 6.12718 2.94961 0.69395  C50 1.088
126 H 3.72833 3.72926 4.52229  C209 1.069
127 C -2.69492 0.00782 6.85404  H3 1.080, C49 1.421, C248 1.387
128 H 0.29390 -6.07087 -6.98615  C38 1.074
129 H 2.18852 -0.64397 0.31032  C163 1.081
130 H -2.19986 4.09596 -0.47801  C267 1.123
131 O 3.55666 -0.48130 -6.58858  N102 1.207
132 C 5.50322 2.64634 4.79199  H168 1.112, C209 1.526, H222 1.102, H268 1.122
133 H -6.62476 2.42400 3.19830  C85 1.112
134 H -8.70349 1.05724 3.06420  C19 1.097
135 H 4.08745 5.14747 1.22633  C281 1.102
136 H -2.21042 0.97600 -3.74726  C265 1.094
137 H -3.42074 5.40679 -0.22795  C267 1.100
138 C 4.15179 3.31040 -5.84901  C48 1.548, H148 1.123, H202 1.094, H271 1.085
139 C 1.41166 -6.24799 -4.47926  N14 1.409, H30 1.107, C101 1.532, H273 1.111
140 H 0.70597 -3.10506 -3.83982  C56 1.105
141 H -4.85007 -0.02505 -1.33398  C173 1.086
142 C 3.04184 -5.31537 1.39113  C16 1.421, C54 1.377, N228 1.468
143 C -2.55410 -6.30618 0.74248  C90 1.568, N181 1.482, H286 1.076, H298 1.088
144 C 3.42978 -1.92514 -2.19683  C15 1.413, H75 1.088, C282 1.386
145 H -4.69973 -0.18450 1.02362  C178 1.043
146 H 1.76040 4.32301 1.19933  C167 1.066
147 C -0.54325 5.48197 -1.99624  C121 1.550, N174 1.471, H213 1.104, H256 1.114
148 H 3.60394 2.75979 -6.65991  C138 1.123
149 C 0.62954 -4.53813 -2.22515  C56 1.519, H84 1.115, H106 1.102, H229 1.095
150 H 1.72815 2.29494 9.26663  C27 1.140
151 H -6.39486 -3.82852 0.42438  C29 1.105
152 C -2.87863 5.57458 -2.76838  N174 1.457, H180 1.091, H260 1.078, C291 1.564
153 H 5.37897 2.66103 -1.53073  C111 1.068
154 C 0.66974 4.63559 -6.19500  C24 1.545, H65 1.056, H188 1.052, H250 1.097
155 H -0.77951 -4.69585 -7.10561  C38 1.090
156 C -4.57625 -0.55105 -7.53670  H2 1.039, H110 1.095, H119 1.099, C184 1.518
157 H -1.78891 5.00518 1.66747  C73 1.051
158 H 9.36905 -2.32231 1.51660  C195 1.160
159 H -3.65263 0.06354 10.63984  C93 1.074
160 H -4.26479 -2.56841 -6.71495  C184 1.093
161 O 3.88876 -7.31952 0.61308  N228 1.215
162 H -7.95222 0.05954 1.85944  C19 1.101
163 C 2.25018 0.23433 0.93701  H10 1.111, H107 1.106, H129 1.081, C264 1.509
164 H 6.54633 -4.55253 2.78385  C4 1.089
165 H -1.92583 2.45655 -2.96989  C265 1.142
166 H 1.00110 0.69692 6.52130  C238 1.080
167 C 2.41314 4.02029 1.98610  H12 1.052, H63 1.110, H146 1.066, C281 1.543
168 H 4.98592 1.77053 4.34333  C132 1.112
169 H -0.28319 1.20623 5.35124  C238 1.102
170 C -4.44828 2.39781 1.86638  H58 1.092, H87 1.109, N183 1.489, C270 1.513
171 H -0.60556 -5.39402 1.05925  C90 1.078
172 H -5.15833 0.37439 -3.78737  C6 1.135
173 C -5.13123 0.82919 -0.72471  H141 1.086, C178 1.533, H205 1.119, H258 1.111
174 N -1.92932 5.88218 -1.70742  C147 1.471, C152 1.457, C267 1.487
175 C 5.28426 -2.45974 -3.63049  C15 1.365, H25 1.135, C74 1.396
176 H -6.02786 -4.74260 -0.98999  C29 1.102
177 H 6.52288 -0.00059 3.43562  C191 1.098
178 C -5.48110 0.43237 0.71361  H145 1.043, C173 1.533, N183 1.447, H262 1.081
179 H -5.32537 -6.47797 4.41898  C292 1.060
180 H -2.39066 5.81031 -3.71509  C152 1.091
181 N -3.35095 -5.44630 -0.16346  C51 1.492, C143 1.482, C190 1.473
182 H 1.37877 -2.46088 2.00234  C257 1.109
183 N -5.65713 1.57543 1.58263  C85 1.431, C170 1.489, C178 1.447
184 C -4.73375 -1.61376 -6.46442  N32 1.500, H104 1.124, C156 1.518, H160 1.093
185 H -3.85609 7.50674 -2.98885  C291 1.087
186 H 4.80255 -0.26577 3.23885  C191 1.111
187 C -2.75428 3.05102 -5.96144  H36 1.080, H113 1.158, C208 1.480, N211 1.460
188 H 0.44635 5.53195 -5.69229  C154 1.052
189 H -1.19689 0.30545 -0.92066  C220 1.123
190 C -3.51568 -6.10199 -1.47261  H67 1.137, H97 1.095, N181 1.473, C206 1.519
191 C 5.77762 -0.36283 2.71591  C33 1.476, H177 1.098, H186 1.111, N218 1.549
192 H 4.89210 -4.60970 3.37397  C4 1.106
193 H -2.13521 1.25110 3.59662  C34 1.067
194 H -2.49402 -4.77182 -2.69991  C206 1.129
195 C 8.51688 -1.83643 2.13511  H22 1.109, H115 1.117, H158 1.160, C240 1.562
196 H 3.83580 4.55194 -1.20005  C70 1.089
197 H 0.31140 -0.62029 -0.84594  C220 1.107
198 H -3.23499 4.93956 -6.77395  C208 1.057
199 H 2.23162 -5.79526 4.64877  C285 1.090
200 H -0.69596 1.20349 -2.97606  C265 1.100
201 H -1.32777 -2.17476 -4.33582  C295 1.119
202 H 3.79611 4.34353 -5.78863  C138 1.094
203 H -4.91467 -3.29017 -0.44309  C29 1.131
204 H -0.90201 1.63889 7.68948  C20 1.142
205 H -4.37894 1.65709 -0.72165  C173 1.119
206 C -3.52471 -5.23320 -2.71916  H18 1.120, H81 1.086, C190 1.519, H194 1.129
207 C -6.30706 -1.48370 -3.47837  C6 1.528, H39 1.119, H76 1.097, H237 1.083
208 C -3.66153 4.20674 -6.14236  H11 1.100, C187 1.480, H198 1.057, H269 1.110
209 C 4.74807 3.84308 4.22183  H8 1.107, H126 1.069, C132 1.526, N253 1.452
210 C -6.40146 -4.62135 4.70247  H55 1.128, C254 1.407, C292 1.436
211 N -1.39430 3.32178 -5.50557  C24 1.491, C187 1.460, C234 1.461
212 C 1.07959 -4.36091 -5.97653  N14 1.519, C38 1.527, H109 1.137, H259 1.097
213 H -0.41623 5.24877 -3.06737  C147 1.104
214 H -0.98672 0.01418 3.51018  C34 1.106
215 H -3.85442 -2.78723 -4.17777  C275 1.103
216 H 6.24575 1.10948 -4.66485  C112 1.097
217 H -1.67847 1.55623 1.01615  C117 1.079
218 N 5.96416 -1.88092 2.47166  C5 1.456, C191 1.549, C240 1.445
219 C -1.36423 -1.78271 -0.23627  H28 1.084, H45 1.110, C220 1.480, H223 1.100
220 C -0.65901 -0.48468 -0.33032  H189 1.123, H197 1.107, C219 1.480, N252 1.514
221 H 3.31436 -7.25452 -4.68780  C101 1.089
222 H 5.28579 2.72241 5.87001  C132 1.102
223 H -0.78690 -2.46145 0.40804  C219 1.100
224 H -4.15522 2.11061 9.07477  C227 1.112
225 H 6.36754 -4.49731 4.43399  C4 1.090
226 H 7.41964 4.19584 0.57638  C50 1.084
227 C -3.63891 1.18408 8.73982  C93 1.402, H224 1.112, C248 1.379
228 N 3.63147 -6.16240 0.34785  C142 1.468, O161 1.215, O235 1.196
229 H 1.26949 -5.34821 -1.86144  C149 1.095
230 H -2.34910 -1.81113 9.73376  C7 1.069
231 O -2.53151 -1.75703 3.53138  N241 1.216
232 H 5.14177 -0.02500 0.67530  C33 1.090
233 H 1.04069 0.77010 8.73184  C27 1.080
234 C -0.75683 2.13611 -4.93683  H37 1.081, N211 1.461, C265 1.499, H280 1.081
235 O 3.68574 -5.69632 -0.75209  N228 1.196
236 H 0.80510 1.47584 -0.11252  C264 1.150
237 H -7.27296 -1.12731 -3.14254  C207 1.083
238 C 0.70250 1.43348 5.78938  C88 1.507, H166 1.080, H169 1.102, N297 1.481
239 H 6.68933 3.63881 -4.53107  C26 1.080
240 C 7.08551 -2.17428 1.60857  H123 1.099, C195 1.562, N218 1.445, H278 1.052
241 N -2.59264 -2.97019 3.59075  C96 1.490, O231 1.216, O274 1.210
242 H 0.13236 1.58651 9.90203  C27 1.079
243 H 2.70916 1.51816 5.30041  C88 1.107
244 C 3.54060 -1.07975 -4.37822  C74 1.362, N102 1.476, C282 1.399
245 H -3.33785 -1.18292 -3.39792  C275 1.117
246 H -8.32467 1.70317 1.36983  C19 1.113
247 H -1.26250 4.60107 -7.20573  C24 1.133
248 C -3.33036 1.11431 7.39755  C127 1.387, C227 1.379, N296 1.438
249 O -4.06127 3.25953 7.12102  N296 1.202
250 H 1.21880 4.95857 -7.08863  C154 1.097
251 H -1.80354 -1.88815 7.40737  C49 1.089
252 N -0.25701 0.01817 1.04015  C117 1.459, C220 1.514, C264 1.479
253 N 4.77214 3.86079 2.76978  C89 1.481, C209 1.452, C281 1.482
254 C -6.21148 -3.22774 4.65070  H62 1.096, C79 1.421, C210 1.407
255 H 4.24798 1.53421 -4.45445  C48 1.133
256 H -0.19378 4.56922 -1.46239  C147 1.114
257 C 1.90444 -3.42884 2.12849  C54 1.408, C66 1.396, H182 1.109
258 H -6.05277 1.19421 -1.22746  C173 1.111
259 H 0.86043 -3.28743 -5.93124  C212 1.097
260 H -3.14356 4.53458 -2.66248  C152 1.078
261 H 4.17071 1.77048 -2.42012  C111 1.105
262 H -6.35522 -0.19902 0.63388  C178 1.081
263 H 5.09947 -2.32081 4.31920  C5 1.097
264 C 0.90617 0.91831 0.88867  H99 1.051, C163 1.509, H236 1.150, N252 1.479
265 C -1.40161 1.70723 -3.65345  H136 1.094, H165 1.142, H200 1.100, C234 1.499
266 H -3.15737 -5.56626 3.96714  C86 1.097
267 C -2.36302 5.20653 -0.45584  C73 1.551, H130 1.123, H137 1.100, N174 1.487
268 H 6.61295 2.65532 4.62567  C132 1.122
269 H -3.83471 4.69239 -5.15908  C208 1.110
270 C -4.79070 3.83123 2.20757  H82 1.126, H94 1.121, C170 1.513, H284 1.065
271 H 5.19142 3.21697 -6.14650  C138 1.085
272 H -2.18397 -0.07453 1.39784  C117 1.067
273 H 1.08052 -6.88678 -5.32615  C139 1.111
274 O -1.69983 -3.77390 3.44785  N241 1.210
275 C -3.43985 -1.77802 -4.33738  N32 1.454, H215 1.103, H245 1.117, C295 1.523
276 H -0.38741 3.03386 -7.37877  C24 1.141
277 H 6.73260 0.69643 1.06210  C33 1.133
278 H 7.12121 -3.16519 1.25815  C240 1.052
279 H -0.98943 5.32409 5.27339  C42 1.065
280 H 0.28533 2.33940 -4.73149  C234 1.081
281 C 3.74609 4.76709 2.20286  H98 1.109, H135 1.102, C167 1.543, N253 1.482
282 C 2.88094 -1.07554 -3.14451  H105 1.107, C144 1.386, C244 1.399
283 H 7.74709 1.56464 -3.91996  C112 1.047
284 H -4.86795 4.04926 3.24697  C270 1.065
285 C 2.27029 -5.35214 3.65408  C16 1.352, C66 1.435, H199 1.090
286 H -2.79409 -7.35232 0.65985  C143 1.076
287 H -4.86901 6.19370 -3.38577  C291 1.078
288 H -6.23643 0.65892 3.42980  C85 1.148
289 H 6.42687 1.05717 -2.90915  C112 1.087
290 H 2.44481 3.59398 -1.75938  C70 1.094
291 C -4.13060 6.50590 -2.66478  H91 1.135, C152 1.564, H185 1.087, H287 1.078
292 C -5.23742 -5.42188 4.44280  C86 1.386, H179 1.060, C210 1.436
293 H 1.89829 0.41105 4.22860  C88 1.088
294 O 2.02331 0.36378 -5.34310  N102 1.212
295 C -2.10563 -1.84335 -5.06926  H13 1.149, H100 1.070, H201 1.119, C275 1.523
296 N -3.69359 2.24651 6.58829  O47 1.258, C248 1.438, O249 1.202
297 N 0.67130 2.62327 6.67102  C20 1.435, C103 1.445, C238 1.481
298 H -2.82835 -6.00484 1.75139  C143 1.088

Results
ΔE to the lowest compared entry with this formula, charge and spin   8.0 kcal per mole
Kohn-Sham gap   6.8 eV
HOMO energy   -7.70 eV
LUMO   -0.88 eV